(1)
C30H60Cl2O14S7 | ωB97M-V with the def2-TZVPD basis set

LUMO ... -0.2 eV
Kohn-Sham gap ... 10.065 eV
Charge ... 0
SMILES ... O=S1(=O)CCCC1.O=S1(=O)CCCC1.O=S1(=O)CCCC1.O=S1(=O)CCCC1.O=S1(=O)CCCC1.O=S1(=O)CCCC1.O=S1(=O)CCCC1.ClCCCl
ΔE to the lowest compared entry with this formula, charge and spin ... 0.00 kcal per mole
2S+1 ... 1
Max |F| ... 1.88 eV/Å

```
113
C30H60Cl2O14S7 (ωB97M-V with the def2-TZVPD basis set)
O 4.92 -12.07 16.43
S 4.43 -12.65 17.67
O 5.16 -12.60 18.90
C 2.79 -11.97 18.04
C 1.79 -12.85 17.33
C 2.30 -14.30 17.28
C 3.83 -14.33 17.28
H 2.84 -10.90 17.85
H 2.72 -12.09 19.12
H 0.81 -12.75 17.80
H 1.55 -12.45 16.33
H 1.95 -14.86 16.41
H 1.88 -14.81 18.15
H 4.30 -14.63 16.35
H 4.27 -14.86 18.12
O 12.15 -7.01 11.89
S 11.03 -6.96 12.81
O 10.59 -5.68 13.32
C 9.64 -7.92 12.18
C 9.21 -8.81 13.33
C 10.36 -9.11 14.32
C 11.40 -8.04 14.22
H 10.06 -8.47 11.33
H 8.82 -7.31 11.81
H 8.43 -8.27 13.88
H 8.65 -9.70 13.04
H 10.73 -10.14 14.31
H 9.81 -9.15 15.27
H 12.45 -8.33 14.13
H 11.37 -7.37 15.09
O 12.35 -15.48 15.86
S 11.61 -14.33 15.41
O 11.02 -14.27 14.10
C 10.31 -13.93 16.62
C 10.53 -12.48 16.99
C 12.06 -12.30 17.03
C 12.59 -12.84 15.69
H 10.35 -14.56 17.51
H 9.40 -14.29 16.14
H 10.16 -11.76 16.26
H 10.11 -12.21 17.96
H 12.56 -12.92 17.78
H 12.34 -11.26 17.16
H 13.62 -13.20 15.70
H 12.42 -12.15 14.87
O 2.07 -12.92 12.14
S 2.70 -11.65 11.90
O 3.34 -11.36 10.64
C 1.54 -10.32 12.35
C 2.11 -9.64 13.56
C 3.15 -10.55 14.25
C 3.94 -11.29 13.19
H 0.51 -10.67 12.31
H 1.49 -9.64 11.49
H 2.48 -8.63 13.40
H 1.34 -9.49 14.33
H 2.56 -11.23 14.87
H 3.77 -10.00 14.96
H 4.33 -12.23 13.56
H 4.74 -10.75 12.68
O 9.60 -7.60 17.71
S 8.44 -8.14 18.38
O 8.52 -8.50 19.78
C 6.98 -7.07 18.21
C 5.97 -7.81 17.34
C 6.22 -9.30 17.54
C 7.72 -9.52 17.49
H 7.34 -6.15 17.74
H 6.68 -6.85 19.23
H 4.93 -7.50 17.31
H 6.19 -7.49 16.30
H 5.74 -9.97 16.83
H 5.76 -9.61 18.49
H 7.95 -9.50 16.42
H 8.06 -10.48 17.86
O 13.28 -3.94 20.81
S 13.06 -5.36 20.80
O 14.10 -6.27 20.39
C 12.38 -5.84 22.41
C 10.89 -5.51 22.31
C 10.41 -5.99 20.93
C 11.51 -5.67 19.92
H 12.95 -5.37 23.21
H 12.48 -6.93 22.45
H 10.25 -5.86 23.11
H 10.94 -4.42 22.49
H 9.48 -5.50 20.68
H 10.36 -7.08 20.99
H 11.26 -4.69 19.51
H 11.61 -6.34 19.07
O 7.26 -15.86 21.96
S 7.30 -14.72 21.09
O 6.72 -14.80 19.76
C 6.71 -13.21 21.89
C 7.84 -12.20 21.79
C 8.83 -12.59 20.69
C 8.99 -14.11 20.78
H 6.50 -13.46 22.93
H 5.75 -12.96 21.44
H 7.47 -11.18 21.65
H 8.44 -12.17 22.70
H 9.78 -12.07 20.79
H 8.42 -12.32 19.71
H 9.61 -14.37 21.64
H 9.26 -14.66 19.88
Cl 2.63 -7.26 15.87
C 2.77 -5.51 15.46
C 3.29 -4.75 16.67
Cl 2.86 -3.01 16.50
H 1.77 -5.18 15.19
H 3.50 -5.51 14.67
H 4.37 -4.82 16.67
H 2.84 -5.04 17.61
```



(2)
C21H23MnN5S2Si | ωB97M-V with the def2-TZVPD basis set

LUMO (spin up / spin down) ... -7.1 / -7.1 eV
Kohn-Sham gap (spin up / spin down) ... 7.091 / 7.279 eV
Charge ... +2
2S+1 ... 4
Max |F| ... 1.62 eV/Å

```
53
C21H23MnN5S2Si (ωB97M-V with the def2-TZVPD basis set)
Mn 0.41 -1.38 0.44
N 2.51 1.07 3.36
C 1.70 0.37 2.58
S 2.56 -0.48 1.15
N 0.45 0.28 2.73
N -0.30 -0.55 1.97
C -1.61 -0.58 2.17
C -2.36 0.33 3.02
C -3.62 0.78 2.59
C -4.31 1.73 3.31
C -3.76 2.24 4.48
C -2.53 1.78 4.94
C -1.83 0.84 4.22
C -2.26 -1.63 1.39
C -3.53 -2.13 1.68
C -4.01 -3.20 0.94
C -3.20 -3.75 -0.04
C -1.95 -3.21 -0.27
N -1.47 -2.17 0.43
H 3.51 1.08 3.21
H 2.15 1.50 4.20
H -4.03 0.43 1.65
H -5.27 2.07 2.97
H -4.30 3.00 5.04
H -2.13 2.16 5.86
H -0.90 0.45 4.59
H -4.10 -1.71 2.48
H -5.00 -3.60 1.13
H -3.54 -4.59 -0.62
H -1.31 -3.63 -1.03
C 4.28 1.80 -2.07
Si 2.79 1.65 -3.24
C 3.28 1.80 -5.06
C 1.29 2.74 -2.79
C 2.10 -0.14 -2.94
C 2.03 -1.14 -3.91
C 1.52 -2.39 -3.61
C 1.06 -2.63 -2.32
N 1.07 -1.69 -1.38
C 1.61 -0.50 -1.70
S 1.60 0.68 -0.34
H 4.89 2.67 -2.33
H 4.93 0.94 -2.14
H 4.00 1.92 -1.02
H 3.70 2.78 -5.24
H 2.44 1.68 -5.73
H 4.04 1.07 -5.33
H 1.55 3.79 -2.87
H 0.92 2.58 -1.78
H 0.45 2.57 -3.46
H 2.37 -0.92 -4.91
H 1.46 -3.17 -4.35
H 0.67 -3.60 -2.05
```



What is the formula in the first record? C30H60Cl2O14S7